Record 1
This record from the Open Molecules 2025 dataset describes a 11-piece molecular cluster, C4H32N2O10 overall. The level of theory is wB97M-V/def2-TZVPD.

Computed properties:
LUMO energy (alpha / beta) ... -3.2 / -8.7 eV
Spin multiplicity ... 2
Total charge ... +1

Last columns: bonded neighbours and bond lengths (Å).
Element x y z (Å)
1 N -0.332 -0.191 -1.626  C4 1.583, H7 0.986, H8 1.034, H44 1.031
2 C 2.298 -1.013 -0.060  C3 1.552, H9 1.152, H10 1.074, H11 1.147
3 C 2.157 -0.127 -1.325  C2 1.552, C4 1.508, H12 1.149, H13 1.134
4 C 0.908 0.716 -1.245  N1 1.583, C3 1.508, C5 1.555, H14 1.099
5 C 0.851 2.050 -2.043  C4 1.555, N6 1.436, H15 1.096, H16 1.137
6 N -0.090 2.983 -1.489  C5 1.436, H17 1.006, H18 1.046
7 H -0.895 0.247 -2.307  N1 0.986
8 H 0.030 -1.060 -2.053  N1 1.034
9 H 1.365 -0.943 0.612  C2 1.152
10 H 2.509 -2.042 -0.283  C2 1.074
11 H 3.105 -0.485 0.560  C2 1.147
12 H 2.123 -0.776 -2.273  C3 1.149
13 H 3.040 0.524 -1.616  C3 1.134
14 H 0.893 1.015 -0.188  C4 1.099
15 H 1.883 2.415 -2.083  C5 1.096
16 H 0.596 1.916 -3.143  C5 1.137
17 H -0.671 2.594 -0.766  N6 1.006
18 H 0.445 3.773 -1.062  N6 1.046
19 H -0.822 -1.237 1.262  O21 0.936
20 H -0.892 -1.684 2.655  O21 0.962
21 O -0.292 -1.263 2.033  H19 0.936, H20 0.962
22 H 0.067 -3.554 -1.960  O24 0.967
23 H 1.010 -2.642 -1.155  O24 0.990
24 O 0.739 -2.869 -2.080  H22 0.967, H23 0.990
25 H -2.149 2.457 1.042  O27 0.932
26 H -2.278 1.226 0.184  O27 0.846
27 O -2.306 2.072 0.208  H25 0.932, H26 0.846
28 H 0.205 3.039 2.172  O30 0.961
29 H -0.646 1.663 2.032  O30 0.940
30 O 0.116 2.161 1.794  H28 0.961, H29 0.940
31 H -3.948 -1.194 -2.020  O33 0.946
32 H -2.671 -0.889 -1.336  O33 0.976
33 O -3.025 -1.120 -2.215  H31 0.946, H32 0.976
34 H 1.659 1.917 1.208  O36 0.995
35 H 2.983 1.366 1.907  O36 0.953
36 O 2.567 1.535 1.066  H34 0.995, H35 0.953
37 H -2.236 0.222 1.682  O39 0.963
38 H -1.477 0.296 3.070  O39 0.973
39 O -2.128 0.731 2.492  H37 0.963, H38 0.973
40 H 1.452 -0.491 3.057  O42 0.995
41 H 2.398 -1.578 3.432  O42 0.969
42 O 2.388 -0.610 3.375  H40 0.995, H41 0.969
43 H -3.198 -0.964 0.371  O45 1.013
44 H -0.959 -0.399 -0.835  N1 1.031
45 O -2.231 -0.683 0.263  H43 1.013
46 H -1.892 -3.758 -0.642  O48 1.034
47 H -1.520 -2.252 -0.248  O48 0.944
48 O -1.131 -3.095 -0.421  H46 1.034, H47 0.944

Record 2
This record from the Open Molecules 2025 dataset describes a 13-piece molecular cluster, C4H33NO15 overall. The level of theory is wB97M-V/def2-TZVPD.

Computed properties:
LUMO energy ... 0.0 eV
Total charge ... 0

Last columns: bonded neighbours and bond lengths (Å).
Element x y z (Å)
1 C 0.819 0.797 1.656  C2 1.492, N5 1.427, H9 1.056, H10 1.119
2 C 0.389 2.109 2.222  C1 1.492, C3 1.501, O4 1.405, H11 1.078
3 C -0.711 1.970 3.234  C2 1.501, H12 1.080, H13 1.129, H14 1.251
4 O 1.518 2.689 2.826  C2 1.405, H15 1.065
5 N 0.641 0.921 0.245  C1 1.427, C6 1.225
6 C 0.294 0.032 -0.522  N5 1.225, O7 1.367, O8 1.344
7 O -0.185 0.122 -1.800  C6 1.367, H17 0.971
8 O 0.265 -1.279 -0.229  C6 1.344, H25 1.057
9 H 1.764 0.395 1.902  C1 1.056
10 H -0.010 0.116 1.973  C1 1.119
11 H 0.251 2.823 1.427  C2 1.078
12 H -0.689 1.003 3.715  C3 1.080
13 H -1.659 2.081 2.631  C3 1.129
14 H -0.783 3.066 3.833  C3 1.251
15 H 1.179 3.648 3.141  O4 1.065
16 H 0.287 3.199 -1.176  O35 0.980
17 H -0.059 0.961 -2.274  O7 0.971
18 H -3.675 -0.312 0.685  O20 0.918
19 H -3.101 -1.399 1.570  O20 0.995
20 O -2.975 -0.463 1.259  H18 0.918, H19 0.995
21 H 3.203 3.543 -1.624  O23 0.901
22 H 2.180 2.848 -0.867  O23 0.989
23 O 2.364 3.242 -1.755  H21 0.901, H22 0.989
24 H -0.691 -4.058 -1.691  O26 0.978
25 H -0.366 -1.905 -0.800  O8 1.057
26 O 0.220 -3.771 -1.480  H24 0.978, H49 1.035
27 H 1.153 -3.413 2.852  O29 0.912
28 H 0.603 -2.099 3.564  O29 0.847
29 O 0.957 -2.525 2.922  H27 0.912, H28 0.847
30 H -0.785 -2.447 -3.534  O32 0.928
31 H -0.962 -0.925 -3.307  O32 0.991
32 O -1.328 -1.729 -3.758  H30 0.928, H31 0.991
33 H 1.423 2.242 -3.399  O50 0.959
34 H -1.006 4.042 -0.986  O35 0.933
35 O -0.349 3.808 -1.606  H16 0.980, H34 0.933
36 H -2.817 -3.208 -1.241  O38 0.989
37 H -1.788 -3.804 -0.260  O38 0.984
38 O -2.223 -3.989 -1.124  H36 0.989, H37 0.984
39 H 3.707 -1.673 -0.171  O41 0.961
40 H 2.171 -1.418 -0.029  O41 0.953
41 O 3.036 -1.035 0.087  H39 0.961, H40 0.953
42 H -1.319 -1.764 1.186  O44 0.960
43 H -0.385 -2.907 1.818  O44 0.987
44 O -1.194 -2.711 1.287  H42 0.960, H43 0.987
45 H 3.298 1.432 0.199  O47 0.992
46 H 3.302 2.580 1.164  O47 0.912
47 O 3.775 2.265 0.450  H45 0.992, H46 0.912
48 H 0.094 3.090 -3.226  O50 1.005
49 H 0.670 -4.526 -0.935  O26 1.035
50 O 0.475 2.162 -3.279  H33 0.959, H48 1.005
51 H -3.867 -1.382 -2.920  O53 0.927
52 H -3.268 -0.895 -1.846  O53 0.892
53 O -3.843 -1.556 -2.010  H51 0.927, H52 0.892

Record 3
This record from the Open Molecules 2025 dataset describes a 18-piece molecular cluster, C4H34BO25 overall. The level of theory is wB97M-V/def2-TZVPD.

Computed properties:
LUMO energy ... 1.6 eV
Total charge ... -1

Last columns: bonded neighbours and bond lengths (Å).
Element x y z (Å)
1 O 1.626 -2.589 1.634  C2 1.238
2 C 0.888 -1.677 1.238  O1 1.238, O3 1.375, C6 1.562
3 O 1.193 -0.828 0.200  C2 1.375, B4 1.499
4 B 0.089 0.185 0.175  O3 1.499, O5 1.423, O8 1.522, O12 1.477
5 O -0.825 -0.022 1.246  B4 1.423, C6 1.396
6 C -0.384 -1.135 1.965  C2 1.562, O5 1.396, O7 1.268
7 O -0.922 -1.631 3.000  C6 1.268
8 O -0.589 0.020 -1.178  B4 1.522, C9 1.329
9 C -0.424 1.105 -1.928  O8 1.329, O10 1.178, C11 1.545
10 O -0.842 1.290 -3.014  C9 1.178
11 C 0.410 2.097 -1.086  C9 1.545, O12 1.335, O13 1.242
12 O 0.607 1.567 0.124  B4 1.477, C11 1.335
13 O 0.883 3.161 -1.518  C11 1.242
14 O -1.426 -2.483 -4.954  H15 0.957, H16 0.957
15 H -0.628 -2.903 -4.632  O14 0.957
16 H -1.584 -1.766 -4.340  O14 0.957
17 O 0.183 -2.397 8.412  H18 0.957, H19 0.957
18 H 0.314 -3.309 8.669  O17 0.957
19 H 0.796 -2.261 7.689  O17 0.957
20 O -4.472 0.251 4.566  H21 0.957, H22 0.957
21 H -4.206 0.901 5.216  O20 0.957
22 H -3.844 -0.464 4.671  O20 0.957
23 O 4.307 1.834 3.485  H24 0.957, H25 0.957
24 H 5.081 1.314 3.264  O23 0.957
25 H 4.043 2.235 2.657  O23 0.957
26 O -4.049 -2.431 -1.073  H27 0.957, H28 0.957
27 H -3.951 -1.481 -1.129  O26 0.957
28 H -4.982 -2.567 -0.907  O26 0.957
29 O -3.203 3.628 0.747  H30 0.957, H31 0.957
30 H -2.729 4.412 0.468  O29 0.957
31 H -2.554 3.112 1.225  O29 0.957
32 O -2.633 0.356 -8.820  H33 0.957, H34 0.957
33 H -2.923 0.345 -7.908  O32 0.957
34 H -2.952 1.191 -9.163  O32 0.957
35 O 2.287 -3.040 -3.435  H36 0.957, H37 0.957
36 H 2.236 -3.759 -2.806  O35 0.957
37 H 2.270 -2.248 -2.897  O35 0.957
38 O -5.277 1.178 -1.908  H39 0.957, H40 0.957
39 H -5.489 1.540 -2.768  O38 0.957
40 H -4.726 1.844 -1.496  O38 0.957
41 O 4.786 -5.648 -0.629  H42 0.957, H43 0.957
42 H 4.036 -5.548 -0.042  O41 0.957
43 H 4.991 -4.756 -0.909  O41 0.957
44 O 1.285 -7.516 5.474  H45 0.957, H46 0.957
45 H 1.666 -6.743 5.059  O44 0.957
46 H 1.813 -7.651 6.262  O44 0.957
47 O -1.363 7.227 -0.300  H48 0.957, H49 0.957
48 H -1.670 7.739 -1.048  O47 0.957
49 H -0.490 6.928 -0.555  O47 0.957
50 O 5.296 5.822 -2.570  H51 0.957, H52 0.957
51 H 4.860 5.902 -1.721  O50 0.957
52 H 4.737 5.229 -3.072  O50 0.957
53 O 0.963 3.229 -7.601  H54 0.957, H55 0.957
54 H 0.373 2.662 -7.106  O53 0.957
55 H 0.995 4.042 -7.096  O53 0.957
56 O -1.950 -5.352 6.544  H57 0.957, H58 0.957
57 H -1.108 -5.794 6.659  O56 0.957
58 H -1.750 -4.597 5.991  O56 0.957
59 O -0.679 7.752 -4.149  H60 0.957, H61 0.957
60 H -0.067 7.123 -4.530  O59 0.957
61 H -1.499 7.605 -4.621  O59 0.957
62 O 4.125 -4.071 5.707  H63 0.957, H64 0.957
63 H 4.974 -4.512 5.708  O62 0.957
64 H 4.076 -3.645 4.851  O62 0.957

Record 4
This record from the Open Molecules 2025 dataset describes a 12-piece molecular cluster, C4H34N2O11 overall. The level of theory is wB97M-V/def2-TZVPD.

Computed properties:
LUMO energy ... 0.1 eV
Total charge ... 0

Last columns: bonded neighbours and bond lengths (Å).
Element x y z (Å)
1 C 1.593 -1.977 2.805  C2 1.548, H7 1.092, H8 1.082, H9 1.092
2 C 1.640 -0.912 1.682  C1 1.548, C3 1.545, H10 1.092, H11 1.090
3 C 0.225 -0.339 1.447  C2 1.545, N4 1.483, H12 1.074, H13 1.089
4 N -0.094 0.975 2.055  C3 1.483, C5 1.461, H14 1.013
5 C -0.002 1.007 3.513  N4 1.461, N6 1.462, H15 1.093, H16 1.085
6 N 0.575 2.232 4.062  C5 1.462, H17 1.019, H18 1.020
7 H 0.758 -2.634 2.553  C1 1.092
8 H 1.377 -1.570 3.785  C1 1.082
9 H 2.457 -2.644 2.814  C1 1.092
10 H 2.349 -0.101 1.864  C2 1.092
11 H 2.028 -1.432 0.805  C2 1.090
12 H -0.499 -1.032 1.832  C3 1.074
13 H -0.028 -0.325 0.388  C3 1.089
14 H 0.648 1.560 1.690  N4 1.013
15 H -1.008 0.888 3.923  C5 1.093
16 H 0.590 0.276 4.054  C5 1.085
17 H 1.574 2.103 3.910  N6 1.019
18 H 0.428 3.138 3.618  N6 1.020
19 H -2.063 -3.617 -1.410  O21 0.984
20 H -2.687 -2.133 -1.228  O21 0.995
21 O -2.252 -2.765 -1.863  H19 0.984, H20 0.995
22 H -0.851 -1.787 -2.201  O24 0.997
23 H 0.682 -1.829 -2.832  O24 0.990
24 O -0.119 -1.277 -2.645  H22 0.997, H23 0.990
25 H -2.963 0.667 -2.945  O27 0.964
26 H -3.174 1.665 -1.859  O27 0.971
27 O -3.655 1.232 -2.584  H25 0.964, H26 0.971
28 H 0.405 0.464 -2.567  O30 0.994
29 H 0.733 1.535 -3.712  O30 0.984
30 O 0.849 1.332 -2.757  H28 0.994, H29 0.984
31 H -2.054 1.115 1.303  O33 0.981
32 H -2.390 1.600 -0.237  O33 0.981
33 O -2.604 0.988 0.500  H31 0.981, H32 0.981
34 H 3.791 0.662 -3.575  O36 0.966
35 H 2.579 1.007 -2.726  O36 0.988
36 O 3.474 0.594 -2.665  H34 0.966, H35 0.988
37 H 5.227 1.538 -0.283  O39 0.949
38 H 4.107 1.712 -1.384  O39 0.982
39 O 4.611 2.152 -0.665  H37 0.949, H38 0.982
40 H -3.193 -0.343 -0.193  O42 1.002
41 H -4.489 -0.789 -0.872  O42 0.966
42 O -3.774 -1.148 -0.331  H40 1.002, H41 0.966
43 H -1.795 3.877 -1.326  O45 0.952
44 H -0.767 2.754 -0.975  O45 0.967
45 O -1.690 2.939 -1.198  H43 0.952, H44 0.967
46 H 3.000 -1.105 -2.928  O48 0.962
47 H 3.256 -2.536 -3.267  O48 0.962
48 O 2.606 -1.841 -3.406  H46 0.962, H47 0.962
49 H -3.174 -1.656 2.758  O51 0.959
50 H -3.268 -1.935 1.208  O51 0.972
51 O -2.965 -2.283 2.064  H49 0.959, H50 0.972

Strongest force on any atom
In order: 10.15; 8.80; 5.70; 1.81
Unit: eV Å⁻¹
Electronic energy
In order: -1033.1040; -1355.4509; -2078.9511; -1109.9484
Unit: Ha